Computed, not measured: a cluster of 16 separate species, C24H32Cl46N3O in total, with wB97M-V/def2-TZVPD.

Geometry as ORCA input:
```
! RIJCOSX wB97M-V def2-TZVPD def2/J DEFGRID3
* xyz 1 1
C 1.423 0.528 1.551
C 1.077 0.988 0.156
C -0.177 1.826 0.066
N -1.322 1.311 0.827
C -2.147 0.363 0.122
C -1.520 -1.007 0.367
N -2.683 -1.880 0.179
C -3.772 -1.276 0.494
C -5.068 -1.959 0.519
C -5.362 -2.669 1.828
O -6.423 -3.248 2.054
Cl -4.107 -2.548 3.064
C -3.519 0.148 0.786
N -4.531 1.029 0.194
H 2.098 -0.308 1.497
H 1.948 1.290 2.091
H 0.547 0.246 2.100
H 1.889 1.599 -0.196
H 1.051 0.153 -0.525
H -0.408 1.977 -0.985
H 0.068 2.780 0.465
H -1.867 2.118 1.098
H -2.277 0.603 -0.923
H -0.593 -1.295 -0.083
H -1.355 -1.017 1.433
H -2.637 -2.843 -0.124
H -5.885 -1.276 0.403
H -5.096 -2.713 -0.247
H -3.433 0.334 1.845
H -5.135 1.418 0.907
H -5.145 0.534 -0.440
C 4.754 -0.102 -2.130
Cl 5.292 1.534 -2.468
Cl 4.750 -0.420 -0.403
Cl 3.145 -0.385 -2.801
H 5.440 -0.797 -2.595
C 2.657 4.779 0.355
Cl 4.126 3.861 0.055
Cl 1.431 4.498 -0.896
Cl 1.982 4.376 1.942
H 2.913 5.829 0.358
C -1.586 2.875 -4.250
Cl -0.512 3.582 -3.029
Cl -2.282 4.142 -5.250
Cl -0.795 1.664 -5.262
H -2.397 2.389 -3.726
C -0.048 5.643 4.889
Cl -1.788 5.857 4.676
Cl 0.657 7.029 5.712
Cl 0.289 4.148 5.762
H 0.397 5.567 3.909
C 1.663 -4.566 -1.021
Cl 2.195 -2.948 -1.466
Cl 1.600 -4.747 0.740
Cl 0.095 -4.921 -1.756
H 2.377 -5.280 -1.407
C 3.311 9.366 1.067
Cl 2.351 7.904 1.357
Cl 4.898 8.939 0.438
Cl 2.467 10.456 -0.021
H 3.443 9.865 2.017
C -0.420 3.055 9.918
Cl 0.415 3.603 11.364
Cl -1.106 4.406 9.025
Cl 0.676 2.114 8.888
H -1.227 2.405 10.221
C -0.689 -7.941 2.254
Cl -1.626 -9.346 1.770
Cl 1.035 -8.245 2.119
Cl -1.169 -6.526 1.294
H -0.920 -7.729 3.289
C -0.325 0.186 5.626
Cl -1.263 -1.286 5.885
Cl 1.292 -0.200 5.046
Cl -1.162 1.275 4.517
H -0.227 0.693 6.577
C -0.036 -0.765 -8.690
Cl 0.604 0.599 -9.606
Cl 0.270 -2.285 -9.521
Cl 0.664 -0.796 -7.065
H -1.105 -0.638 -8.592
C -6.740 -0.290 5.304
Cl -8.137 0.330 6.164
Cl -6.070 0.941 4.214
Cl -5.503 -0.869 6.413
H -7.060 -1.124 4.696
C -4.042 -9.518 4.618
Cl -5.768 -9.224 4.442
Cl -3.191 -8.008 4.989
Cl -3.722 -10.728 5.851
H -3.663 -9.884 3.675
C 2.593 4.331 -10.929
Cl 3.874 4.606 -12.103
Cl 1.474 5.691 -10.880
Cl 1.736 2.825 -11.274
H 3.047 4.236 -9.953
C 7.590 -3.370 0.335
Cl 8.218 -1.754 0.025
Cl 7.623 -3.742 2.054
Cl 5.953 -3.553 -0.311
H 8.228 -4.078 -0.176
C 4.384 -2.898 -11.360
Cl 3.983 -3.293 -13.028
Cl 3.222 -1.753 -10.690
Cl 4.458 -4.358 -10.369
H 5.362 -2.439 -11.350
*
```

Output
- Strongest force on any atom: 4.10 eV/A
- HOMO level: -0.4414 hartree
- Kohn-Sham gap: 7.87 eV